No. 1
Density functional theory data (the ωB97M-V functional and the def2-TZVPD basis) for a 11-piece molecular cluster, C40H98N4O11 overall.

The geometry in XYZ format:
```
153
Properties=species:S:1:pos:R:3:forces:R:3:lowdin_charge:R:1
C 19.247152 -2.320185 -6.653054 0.601 0.203 -0.545 -0.186
O 19.532249 -2.127521 -5.288528 0.317 -0.010 -0.101 -0.121
H 18.892979 -3.337992 -6.801102 -0.318 0.070 0.092 0.076
H 18.545693 -1.574467 -7.047324 -0.186 -0.225 0.078 0.069
H 20.155296 -2.237806 -7.287024 -0.136 -0.016 0.236 0.068
H 20.034608 -1.300880 -5.219994 -0.430 0.041 0.292 0.035
C 19.134100 -1.748931 -10.918250 1.119 0.202 0.547 -0.142
O 19.825597 -2.682624 -11.771953 -0.472 0.533 0.200 -0.119
H 18.200575 -1.451894 -11.380313 -0.128 -0.256 0.078 0.053
H 19.006266 -2.116482 -9.892953 -0.468 -0.364 -0.319 0.072
H 19.720728 -0.828959 -10.736951 -0.035 -0.186 -0.524 0.070
H 20.330062 -3.298518 -11.238646 -0.014 0.042 0.136 0.064
C 15.678961 3.408477 -5.398926 1.915 0.771 0.241 -0.118
O 16.772881 2.751903 -4.707563 -0.873 -0.502 0.142 -0.129
H 16.079279 3.576160 -6.403264 -0.729 0.141 -0.225 0.059
H 14.746736 2.862692 -5.405404 0.158 -0.495 0.176 0.059
H 15.533381 4.375504 -4.912035 -0.323 -0.011 -0.171 0.069
H 17.381271 3.435860 -4.420962 0.004 0.057 -0.039 0.067
C 17.834294 1.820550 -7.834592 0.304 1.019 -0.511 -0.148
O 18.497766 0.905136 -8.708893 -0.230 0.504 0.311 -0.145
H 17.823632 1.459284 -6.807759 -0.355 0.009 0.028 0.069
H 18.299035 2.826913 -7.850497 0.441 -0.405 0.212 0.071
H 16.845551 2.112615 -8.209323 -0.142 -0.957 0.041 0.062
H 19.410818 0.868050 -8.376820 -0.250 -0.217 -0.272 0.019
C 14.149231 -0.929793 -7.298495 -0.070 -1.184 -0.110 -0.017
C 13.095598 0.137287 -7.047274 0.232 0.811 0.066 -0.534
C 13.588931 1.499275 -7.596521 -0.006 -0.307 -0.390 -0.134
C 13.450998 1.595184 -9.103220 0.768 -0.417 -0.060 -0.186
C 12.021116 1.341225 -9.502133 0.008 0.236 -0.529 -0.134
C 11.527153 -0.013425 -9.031017 -0.239 -0.726 -0.237 -0.530
N 11.782884 -0.126843 -7.598399 -0.860 -0.037 0.600 -0.075
O 11.289991 -1.397009 -7.082643 0.495 0.459 -0.579 -0.021
C 10.008009 -0.047436 -9.209943 0.053 -0.019 0.071 -0.041
C 12.120786 -1.155418 -9.878043 0.819 0.174 -0.005 -0.021
C 12.951416 0.335382 -5.556166 0.390 -0.719 0.885 -0.043
H 13.846693 -1.883690 -6.844821 -0.069 0.250 0.101 0.092
H 15.111078 -0.672958 -6.853243 -0.002 0.167 -0.106 0.087
H 14.279811 -1.186542 -8.350360 0.169 0.371 -0.031 0.070
H 13.035419 2.336688 -7.160330 0.010 -0.143 0.277 0.117
H 14.637474 1.534839 -7.294745 -0.030 0.370 -0.012 0.094
H 14.107351 0.833067 -9.546344 -0.380 0.082 0.204 0.072
H 13.844208 2.535517 -9.499470 -0.211 0.161 0.149 0.114
H 11.924677 1.339165 -10.593885 0.000 0.083 0.042 0.128
H 11.356579 2.128982 -9.132308 0.073 -0.006 0.140 0.127
H 9.651663 -1.074588 -9.278056 -0.145 0.015 0.089 0.082
H 9.547578 0.463006 -8.361872 -0.155 0.025 -0.104 0.088
H 9.742290 0.472799 -10.129678 -0.103 -0.052 -0.048 0.086
H 13.154498 -0.965771 -10.192288 -0.142 0.172 0.054 0.066
H 12.174362 -2.070682 -9.287910 -0.422 -0.096 -0.184 0.084
H 11.553912 -1.279693 -10.800664 -0.126 -0.206 0.109 0.086
H 13.944753 0.499408 -5.121785 -0.103 0.276 -0.044 0.085
H 12.600027 -0.577134 -5.064690 -0.178 0.112 -0.145 0.084
H 12.287561 1.157929 -5.303005 -0.059 0.077 -0.059 0.086
H 10.366335 -1.214488 -6.877087 0.103 0.125 0.083 0.095
C 20.942702 7.545448 -6.908350 0.878 -0.028 0.748 -0.039
C 20.922962 6.885267 -8.269641 -1.470 -0.855 0.256 -0.535
C 20.392234 7.941726 -9.223638 0.278 -0.184 -0.908 -0.130
C 20.606828 7.642204 -10.708042 -0.594 0.540 -0.111 -0.179
C 22.026839 7.234804 -11.023438 0.334 0.414 0.036 -0.135
C 22.653495 6.241032 -10.041664 -0.819 -1.631 -0.503 -0.523
N 22.225095 6.495491 -8.684065 1.857 1.743 0.480 -0.108
O 22.973957 5.788993 -7.695339 -0.631 -0.250 -0.461 -0.008
C 22.165717 4.815782 -10.440524 0.101 0.030 0.428 -0.026
C 24.164839 6.247505 -10.166502 -0.050 0.604 0.151 -0.035
C 19.935846 5.690531 -8.180645 -0.571 -0.672 0.226 -0.028
H 19.951428 7.900898 -6.638054 -0.043 0.156 -0.104 0.089
H 21.665445 8.369429 -6.911458 -0.230 0.089 0.032 0.093
H 21.260948 6.855950 -6.120070 -0.104 -0.043 -0.120 0.082
H 19.318328 8.052715 -9.067400 0.069 0.316 0.308 0.118
H 20.943268 8.861467 -9.006200 -0.303 0.129 0.079 0.125
H 20.362941 8.575318 -11.233480 0.213 -0.109 -0.059 0.115
H 19.870724 6.958326 -11.127022 -0.015 -0.502 0.320 0.107
H 22.633276 8.148236 -11.068886 0.098 -0.149 0.101 0.124
H 22.067515 6.767052 -12.010063 0.106 0.138 -0.017 0.123
H 21.078639 4.768594 -10.418913 -0.088 0.032 -0.280 0.069
H 22.542123 4.496867 -11.413304 -0.037 0.007 0.005 0.086
H 22.508108 4.114177 -9.671334 0.117 -0.029 -0.174 0.075
H 24.570955 5.409960 -9.606949 0.272 -0.004 -0.150 0.079
H 24.425220 6.204353 -11.223105 0.085 -0.305 -0.014 0.090
H 24.587081 7.186805 -9.794595 -0.047 -0.088 0.138 0.091
H 19.212516 5.638323 -8.996964 0.124 0.111 -0.174 0.077
H 19.347729 5.670487 -7.253610 0.089 0.339 -0.190 0.074
H 20.433820 4.714400 -8.164085 0.186 0.385 -0.406 0.051
H 23.510110 6.472903 -7.277480 0.001 -0.051 -0.055 0.107
C 16.030254 0.704038 -11.356228 0.030 -1.485 -0.187 -0.029
C 16.585248 1.537799 -12.479329 -0.512 0.312 -0.484 -0.521
C 17.940393 0.985827 -12.919836 -0.135 0.562 0.044 -0.136
C 18.414784 1.614069 -14.209972 0.218 -0.025 -0.520 -0.180
C 17.406566 1.338750 -15.338121 0.328 1.055 0.532 -0.112
C 16.006174 1.882804 -14.955603 0.516 0.210 -0.459 -0.532
N 15.649616 1.420271 -13.619199 -0.402 -0.510 0.300 -0.070
O 14.342622 1.889178 -13.269623 0.423 -0.201 0.109 -0.036
C 15.974200 3.404251 -15.114622 -0.793 0.557 -0.027 -0.036
C 14.993657 1.312986 -15.925246 -1.035 -0.260 -0.341 -0.045
C 16.743158 2.964754 -11.999951 -0.026 0.854 -0.098 -0.017
H 16.753333 0.641880 -10.540867 -0.159 0.215 0.196 0.078
H 15.909578 -0.320766 -11.742172 0.035 0.129 0.100 0.100
H 15.035000 0.984157 -11.025985 0.312 0.408 -0.083 0.049
H 18.649659 1.241023 -12.126955 -0.012 -0.485 0.117 0.126
H 17.833011 -0.089040 -13.061666 0.236 -0.087 0.139 0.117
H 19.429826 1.269703 -14.446104 -0.271 -0.273 -0.158 0.115
H 18.559586 2.697960 -14.114068 -0.236 -0.096 0.125 0.097
H 17.367309 0.282045 -15.602417 -0.030 -0.003 0.063 0.119
H 17.727675 1.939148 -16.198410 -0.124 -0.442 -0.179 0.121
H 15.938459 3.681746 -16.170703 0.419 -0.080 0.009 0.084
H 15.011846 3.787317 -14.747161 0.180 -0.081 0.146 0.085
H 16.760454 3.956574 -14.606135 0.149 -0.095 -0.068 0.068
H 13.968747 1.539794 -15.613140 0.199 0.003 0.158 0.083
H 15.069149 1.744892 -16.925906 0.390 -0.092 0.015 0.084
H 15.060966 0.225927 -15.995139 0.124 0.034 0.025 0.087
H 17.062419 2.992703 -10.959724 0.042 0.050 0.057 0.085
H 15.821370 3.551328 -12.091531 0.016 -0.103 0.312 0.080
H 17.456045 3.506978 -12.612075 0.267 0.111 0.091 0.064
H 14.433750 2.776479 -12.880611 0.071 -0.138 -0.194 0.073
C 12.040385 8.166342 -7.371001 -0.163 -0.216 0.206 -0.021
C 12.822355 7.906428 -8.656163 0.486 1.322 0.663 -0.552
C 13.561772 9.214573 -9.023692 -0.126 -0.121 0.042 -0.134
C 14.857662 9.432850 -8.272160 -0.173 -0.782 -0.142 -0.174
C 15.750427 8.205323 -8.385069 0.283 0.986 -0.292 -0.150
C 15.090861 6.901891 -7.965273 0.592 0.895 0.098 -0.542
N 13.784033 6.838768 -8.549807 -0.091 -1.076 -1.017 -0.086
O 13.154382 5.582215 -8.340573 0.229 0.207 0.363 -0.014
C 15.988205 5.814072 -8.511221 0.656 -0.141 0.330 -0.028
C 15.154457 6.863057 -6.431294 -0.842 -1.013 -0.433 -0.013
C 11.876243 7.603279 -9.766115 -0.965 -1.054 -0.723 -0.048
H 11.696242 7.231949 -6.919976 -0.027 0.055 0.018 0.083
H 12.648375 8.707529 -6.647953 -0.056 0.007 0.145 0.072
H 11.157295 8.759651 -7.608828 -0.005 0.063 0.152 0.088
H 13.731715 9.220805 -10.103498 0.084 0.057 0.025 0.122
H 12.910027 10.051949 -8.760718 -0.222 -0.076 -0.359 0.123
H 15.361288 10.278617 -8.734222 0.109 0.287 0.454 0.115
H 14.613897 9.598027 -7.221094 0.234 0.434 0.024 0.103
H 16.630585 8.366836 -7.752777 0.061 -0.163 -0.115 0.120
H 16.107485 8.147628 -9.419174 -0.092 -0.151 0.016 0.121
H 15.545846 4.826226 -8.408994 0.139 -0.104 -0.067 0.073
H 16.909606 5.905251 -7.920595 -0.067 -0.516 -0.083 0.069
H 16.315454 6.015396 -9.529844 -0.457 -0.170 -0.240 0.085
H 16.199691 6.719850 -6.175307 -0.023 0.356 0.502 0.083
H 14.619337 5.966923 -6.092703 0.068 0.152 0.211 0.064
H 14.670660 7.730194 -5.997526 0.253 0.173 0.279 0.076
H 11.278562 6.718508 -9.520979 -0.033 0.152 0.012 0.087
H 11.182856 8.422208 -9.957591 0.110 0.122 0.030 0.091
H 12.403518 7.342061 -10.685067 0.109 0.210 0.007 0.094
H 13.025215 5.480349 -7.379827 -0.067 0.087 -0.204 0.089
O 21.129159 0.734291 -7.729071 0.562 0.174 0.004 -0.035
H 21.732249 0.032212 -8.010305 -0.174 0.054 0.033 0.084
H 21.648845 1.548918 -7.785767 -0.092 -0.152 -0.080 0.072
O 20.178630 0.738958 -4.999349 0.256 -0.062 -0.081 -0.059
H 19.429607 1.348065 -5.026855 0.096 -0.097 -0.076 0.027
H 20.663393 0.887361 -5.828816 -0.369 0.047 0.234 0.000
O 20.290736 3.645304 -5.963184 0.229 -0.175 0.166 -0.053
H 20.804019 3.839269 -6.758505 -0.075 0.150 0.336 0.003
H 20.904506 3.786055 -5.230851 -0.058 -0.098 -0.095 0.061
```
Positions in Å, forces in eV/Å.

Calculated values
Orbital gap (eV): 7.955
Strongest force on any atom (eV Å⁻¹): 2.59
Spin multiplicity: 1
Lowest unoccupied orbital energy (eV): -0.224
Energy above the lowest of the compared OMol25 structures with the same formula, charge and spin (kJ/mol): 77.5

---

No. 2
Density functional theory data (the ωB97M-V functional and the def2-TZVPD basis) for C28H56BrNO4P as an isolated structure.

The geometry in XYZ format:
```
91
Properties=species:S:1:pos:R:3:forces:R:3:lowdin_charge:R:1
C -2.109933 1.244288 1.086877 0.171 0.211 0.231 -0.111
C -1.842231 2.595822 1.771499 -0.980 0.094 -0.330 -0.246
C -1.188348 3.657301 0.854825 0.633 -0.738 -0.234 -0.191
C 0.255058 4.087965 1.228594 -0.415 0.853 -0.202 -0.206
C 0.504468 4.304328 2.738542 -0.079 -1.332 -0.252 -0.186
C 1.167016 3.076836 3.396312 0.680 0.127 -0.404 -0.216
C 2.697494 2.964771 3.113991 -1.033 -0.221 0.971 -0.189
C 3.160661 1.522568 3.436995 1.000 0.146 -0.167 -0.191
C 3.543368 0.663428 2.205327 -0.070 0.663 0.120 -0.170
C 2.644655 0.848552 0.945836 -0.040 -1.168 0.592 -0.196
C 2.108200 -0.546098 0.508560 0.183 2.007 -0.192 -0.101
C 1.563006 -0.661857 -0.920195 -0.336 -2.097 -0.292 -0.402
C 1.673085 -2.208800 -1.229747 0.511 -0.308 0.277 -0.101
C 0.960250 -3.088992 -0.155123 0.317 0.167 -0.037 -0.163
C 1.930702 -3.873355 0.754195 -0.325 -0.517 0.537 -0.187
C 1.298864 -4.256094 2.128588 0.668 0.743 -0.571 -0.140
C 1.617168 -3.247329 3.257014 -0.201 -0.857 -0.619 -0.166
O 0.488716 -3.187484 4.144078 0.431 0.484 -0.490 -0.017
C 0.170793 -1.916633 4.559604 -0.085 -0.143 -2.335 -0.543
C -0.251623 -0.880360 3.524626 0.326 -1.265 -0.921 0.022
O 0.217272 -1.651837 5.686007 -0.068 0.742 3.537 0.182
O 0.149213 -0.418798 -1.153132 0.519 1.294 0.437 -0.032
C -0.060737 -0.200240 -2.517499 -1.956 -1.725 -0.558 -0.327
C -1.085662 -1.236273 -3.034236 0.119 1.080 -0.057 -0.086
C -2.476176 -0.802803 -2.484953 0.092 -0.237 -0.412 -0.184
C -3.582811 -0.790277 -3.558407 -0.875 -0.222 1.392 -0.203
C -4.948441 -0.903368 -2.832029 -0.202 -0.362 -1.010 -0.227
C -6.120622 -1.099860 -3.828200 -0.443 0.513 0.666 -0.246
C -7.447893 -0.449497 -3.314775 0.739 -0.248 -0.144 -0.096
N 1.297402 -0.229609 -3.203076 0.681 0.765 -0.408 -0.101
C 1.400854 0.596828 -4.464642 -0.544 -0.770 -0.819 -0.032
C 2.179393 0.180819 -2.034670 0.434 0.989 -0.756 -0.673
Br 1.844895 2.149135 -1.980379 0.100 -0.336 0.540 0.920
P 4.028148 0.104059 -2.300856 0.976 -0.640 -0.068 0.721
O 4.591603 -1.223070 -2.030728 -0.109 -0.527 0.251 -0.385
H -1.161268 0.773677 0.802497 -0.166 -0.133 0.017 0.052
H -2.728073 1.334775 0.186413 0.117 0.162 0.087 0.064
H -2.661213 0.602999 1.783061 0.214 -0.127 -0.159 0.073
H -1.305423 2.397488 2.701686 0.099 0.240 -0.163 0.081
H -2.823690 2.986583 2.070555 0.189 -0.062 0.147 0.109
H -1.832880 4.529427 0.718752 0.074 -0.042 0.337 0.108
H -1.122827 3.202424 -0.148778 -0.074 0.187 0.109 0.089
H 0.420781 5.058070 0.738298 0.054 -0.242 -0.098 0.107
H 0.963010 3.398509 0.753267 0.074 0.014 0.390 0.056
H 1.148107 5.172298 2.900712 -0.275 0.037 0.123 0.113
H -0.477754 4.424265 3.208600 0.244 0.501 0.058 0.110
H 1.022786 3.104167 4.483065 0.054 -0.040 -0.127 0.121
H 0.734032 2.125457 3.059025 -0.304 0.298 -0.068 0.075
H 2.944623 3.293699 2.098734 -0.003 -0.193 0.066 0.108
H 3.168409 3.662761 3.814235 0.203 -0.045 -0.293 0.111
H 2.456949 0.991824 4.087900 -0.183 0.239 -0.193 0.102
H 4.075188 1.613399 4.037144 -0.154 -0.223 -0.017 0.109
H 4.565202 0.956376 1.934819 -0.142 -0.094 -0.069 0.113
H 3.622386 -0.394104 2.487581 -0.162 0.136 0.009 0.102
H 3.275466 1.303394 0.183519 -0.322 0.092 -0.030 0.036
H 1.768885 1.469692 1.143401 0.309 0.277 -0.063 0.084
H 2.939811 -1.242898 0.615426 -0.224 -0.155 -0.225 0.116
H 1.322866 -0.799092 1.218326 0.000 -0.280 -0.196 0.099
H 1.229252 -2.476207 -2.194732 0.167 0.205 0.077 0.099
H 2.724172 -2.518505 -1.243649 -0.113 0.219 -0.236 0.110
H 0.360641 -3.830598 -0.692847 -0.078 0.143 0.156 0.120
H 0.259933 -2.508546 0.456345 0.074 0.032 -0.201 0.105
H 2.885580 -3.365278 0.933176 -0.141 0.047 -0.197 0.107
H 2.162966 -4.824054 0.262145 0.198 0.266 -0.116 0.115
H 1.728554 -5.217995 2.413154 -0.539 -0.076 0.071 0.114
H 0.215536 -4.297019 1.986359 0.103 -0.341 0.285 0.118
H 2.486503 -3.626892 3.806655 -0.179 0.236 0.152 0.135
H 1.905644 -2.267522 2.855037 -0.342 -0.012 0.092 0.097
H -0.633873 -1.421256 2.647252 -0.139 0.321 0.096 0.085
H 0.648203 -0.355292 3.189027 -0.212 0.275 0.226 0.055
H -1.002525 -0.205472 3.924776 0.192 0.013 0.089 0.095
H -0.561618 0.737703 -2.775471 0.804 0.458 0.471 0.140
H -0.815451 -2.243877 -2.716992 -0.051 0.037 -0.202 0.117
H -1.139693 -1.146135 -4.128566 0.186 -0.277 0.104 0.123
H -2.440103 0.204367 -2.050602 0.174 -0.162 0.037 0.106
H -2.759996 -1.466523 -1.663783 0.029 0.041 -0.113 0.119
H -3.626253 0.174677 -4.074213 0.402 -0.294 -0.350 0.119
H -3.501380 -1.634154 -4.251020 0.187 0.232 -0.081 0.118
H -5.121876 0.003620 -2.243462 0.101 -0.168 0.070 0.106
H -4.949911 -1.779486 -2.173771 0.157 0.297 0.195 0.113
H -6.308309 -2.168831 -3.957972 0.244 0.101 -0.237 0.101
H -5.869123 -0.667238 -4.802052 0.053 -0.126 0.096 0.098
H -7.255706 0.142259 -2.414518 -0.099 -0.014 -0.132 0.060
H -7.838417 0.219307 -4.083376 -0.291 -0.156 0.185 0.067
H -8.168600 -1.223881 -3.048161 -0.135 0.241 -0.146 0.067
H 1.554824 -1.152898 -3.565631 -0.166 -0.235 0.901 0.175
H 2.406032 0.980121 -4.612371 -0.152 0.203 0.292 0.069
H 1.218141 -0.106728 -5.285747 -0.019 0.109 0.136 0.116
H 0.618677 1.347929 -4.529276 0.283 0.158 0.330 0.096
H 4.564736 1.138205 -1.500421 -0.494 0.032 -0.246 0.030
H 4.330264 0.466941 -3.642355 -0.649 0.487 0.280 0.038
```
Positions in Å, forces in eV/Å.

Calculated values
Orbital gap (eV): 8.899
Strongest force on any atom (eV Å⁻¹): 3.61
Spin multiplicity: 1
Charge: +1
Lowest unoccupied orbital energy (eV): -3.269
Energy above the lowest of the compared OMol25 structures with the same formula, charge and spin (kJ/mol): 0.0